Entry 1:
Entry from the Open Molecules 2025 dataset: a 4-piece molecular cluster, C24H36F5N4O9PS2 overall in a non-equilibrium geometry (ωB97M-V/def2-TZVPD).

Computed properties:
M, g mol⁻¹: 714.67
ΔE to the lowest compared entry with this formula, charge and spin, kJ/mol: 0.0
Orbital gap, eV: 6.50
LUMO energy, hartree: -0.0734

CARTESIAN COORDINATES (ANGSTROEM)
1 C 0.48519 -0.43702 1.28099
2 C -0.77006 -0.87385 0.33384
3 P -1.02822 0.33867 -1.09165
4 C -2.91769 0.41833 -1.32058
5 C -0.32758 -0.28519 -2.72164
6 C -0.24962 0.57407 -3.84745
7 S -0.97270 2.24881 -4.03860
8 O 0.02315 3.05136 -4.85268
9 O -1.21689 3.03107 -2.79144
10 C -2.46026 2.06272 -5.16812
11 F -2.42175 0.72576 -5.69433
12 F -2.36805 2.95100 -6.27995
13 C -3.89985 2.28633 -4.51573
14 F -4.01083 3.37144 -3.64138
15 F -4.78544 2.58494 -5.60357
16 F -4.45014 1.09828 -3.94537
17 C 0.57494 -0.01069 -5.11711
18 O 1.46721 0.61159 -5.71721
19 C 0.17552 -1.52402 -5.50378
20 S 0.09357 -2.09425 -7.27951
21 C -0.11693 -2.39819 -4.39998
22 N -0.64367 -3.73284 -4.71346
23 C -2.11669 -3.72266 -4.91632
24 C -3.11122 -2.75062 -4.13243
25 O -2.59257 -4.50849 -5.77293
26 C -0.19863 -4.78861 -3.78127
27 C -0.99818 -5.08720 -2.40323
28 O 0.81009 -5.47383 -4.09558
29 C 0.16337 -1.81360 -2.92828
30 O 0.72615 -2.43005 -2.00407
31 H 0.60091 -1.19041 2.14333
32 H 1.42081 -0.36261 0.63017
33 H 0.23603 0.56246 1.79602
34 H -1.69589 -0.75747 1.01546
35 H -0.73830 -1.97424 0.04262
36 H -3.19162 1.51637 -1.44864
37 H -3.14828 -0.22012 -2.24762
38 H -3.46054 -0.09601 -0.44954
39 H 1.14843 -3.01956 -7.39497
40 H -2.56883 -2.21521 -3.28045
41 H -3.96392 -3.35110 -3.66966
42 H -3.48775 -1.95782 -4.86328
43 H -1.85651 -5.82937 -2.55075
44 H -0.21082 -5.43635 -1.65428
45 H -1.42803 -4.07079 -2.07336
46 C 3.77712 1.89675 5.85297
47 N 3.31060 1.05588 4.77001
48 C 2.03017 0.72544 4.45157
49 C 0.92342 1.28211 5.30688
50 O 1.80701 -0.00464 3.49281
51 H 4.33908 2.72803 5.42290
52 H 4.44278 1.30373 6.48353
53 H 2.95964 2.28653 6.45566
54 H 3.99598 0.64512 4.15174
55 H -0.03691 0.93096 4.92886
56 H 1.03607 0.93831 6.33729
57 H 0.93189 2.37348 5.26835
58 C 5.27787 5.92915 2.35637
59 N 5.16325 5.47012 3.72451
60 C 5.35718 6.17906 4.87081
61 C 5.74101 7.62923 4.74747
62 O 5.21834 5.63423 5.95837
63 H 4.31552 5.77949 1.86235
64 H 6.03486 5.32360 1.85346
65 H 5.55604 6.97920 2.29585
66 H 4.90861 4.50658 3.88727
67 H 5.85958 8.05731 5.74277
68 H 6.69026 7.72245 4.21556
69 H 4.95746 8.18179 4.22451
70 C -2.22471 -4.30576 4.02690
71 N -2.52729 -3.22587 3.11197
72 C -3.19209 -3.28738 1.92724
73 C -3.69609 -4.62931 1.46826
74 O -3.36397 -2.26827 1.26938
75 H -2.67765 -4.07381 4.99312
76 H -1.14054 -4.36129 4.14527
77 H -2.59937 -5.26375 3.67241
78 H -2.22042 -2.29344 3.35186
79 H -4.20336 -4.51629 0.51002
80 H -2.85995 -5.31983 1.33772
81 H -4.40926 -5.02992 2.19173

=====

Entry 2:
Entry from the Open Molecules 2025 dataset: a 2-piece molecular cluster, BrH3NOP overall in a non-equilibrium geometry (ωB97M-V/def2-TZVPD).

Computed properties:
M, g mol⁻¹: 143.91
ΔE to the lowest compared entry with this formula, charge and spin, kJ/mol: 149.7
Orbital gap, eV: 9.44
LUMO energy, hartree: -0.0092

CARTESIAN COORDINATES (ANGSTROEM)
1 H -0.14894 1.82359 -0.86097
2 N -0.82833 1.27021 -1.46783
3 P -1.24044 -0.09136 -1.92492
4 Br 0.40535 -1.63224 -1.59451
5 O 0.53013 -0.52760 1.51007
6 H 0.43223 0.30055 2.09778
7 H 0.84999 -1.14315 2.24037

=====

Entry 3:
Entry from the Open Molecules 2025 dataset: C4H10I2N as an isolated structure in a non-equilibrium geometry (ωB97M-V/def2-TZVPD).

Computed properties:
M, g mol⁻¹: 325.94
ΔE to the lowest compared entry with this formula, charge and spin, kJ/mol: 160.2
Orbital gap, eV: 8.98
Net charge: +1
LUMO energy, hartree: -0.1525

CARTESIAN COORDINATES (ANGSTROEM)
1 C -1.92291 0.02914 1.51322
2 C -1.48278 0.30956 0.07914
3 C 0.58011 0.19279 -1.39606
4 C 2.59906 -0.31834 -0.94240
5 N -0.01733 -0.10200 -0.04095
6 I 3.17578 1.34441 0.25725
7 I 2.75715 -2.12667 0.12374
8 H -1.06268 0.36336 2.16948
9 H -2.95330 0.43583 1.81934
10 H -1.88267 -1.05318 1.73844
11 H -1.74828 1.28595 -0.15955
12 H -2.11847 -0.28186 -0.59572
13 H 0.15447 -0.38196 -2.16868
14 H 0.31036 1.28244 -1.42726
15 H 3.13348 -0.31892 -1.87834
16 H 0.57137 0.40572 0.60596
17 H -0.09335 -1.06628 0.30238